C21H27N5O4 | wB97M-V/def2-TZVPD

Values from the calculation:
Energy relative to the best compared isomer or geometry (same formula, charge and spin)   26.2 kcal per mole
Charge   0
HOMO energy   -7.4 eV
Orbital gap   7.99 eV

The geometry in XYZ format:
```
57
Properties=species:S:1:pos:R:3:forces:R:3:nbo_charge:R:1
C -4.424260 -1.033137 1.141721 0.1 -0.1 -0.2 -0.6149
H -5.371715 -1.451232 1.470368 -0.1 0.0 0.1 0.2132
C -3.898686 -1.829503 -0.045954 -0.3 -0.1 0.1 -0.2215
N -2.580369 -1.366180 -0.465685 -0.2 -0.1 0.0 -0.4595
C -2.559277 -0.253454 -1.291351 0.2 0.0 -0.1 0.7966
O -3.581548 0.293005 -1.652263 -0.3 0.2 -0.1 -0.6427
N -1.326166 0.213921 -1.694831 -0.1 0.1 0.0 -0.4155
C -0.197510 -0.411499 -1.274988 0.5 -1.1 0.7 0.4005
C -0.261219 -1.536917 -0.468769 -0.3 0.5 -0.4 -0.1245
C -1.475689 -2.075212 0.026779 0.5 0.2 -0.2 0.6472
O -1.604526 -3.019699 0.792053 0.0 -0.2 0.2 -0.6526
N 1.062272 -1.878445 -0.226635 0.2 0.3 -0.2 -0.3540
C 1.811019 -0.951943 -0.871142 -0.6 -0.3 -0.1 0.6027
N 1.080428 -0.061044 -1.535714 -0.1 0.2 -0.3 -0.5604
N 3.161112 -0.968934 -0.814011 0.0 -0.1 0.1 -0.4344
C 3.872844 0.267814 -1.039167 0.2 0.3 0.1 -0.1960
H 4.903815 0.021506 -1.304622 -0.1 0.0 -0.1 0.2007
H 3.390617 0.768323 -1.879807 0.2 0.0 0.0 0.2336
C 3.841811 1.201607 0.189591 -0.1 -0.1 -0.3 -0.4317
C 2.458922 1.756971 0.377313 0.0 0.2 0.2 -0.0134
C 2.029280 2.820395 -0.399511 0.0 -0.1 0.2 -0.2128
C 0.724229 3.253728 -0.314869 -0.1 -0.1 0.1 -0.2312
C -0.200232 2.643288 0.527734 0.1 0.0 -0.1 0.2397
C 0.232407 1.579816 1.339675 -0.3 -0.1 0.1 0.2982
C 1.556675 1.168991 1.252953 0.0 0.1 0.1 -0.3113
H 1.896893 0.357852 1.878159 0.0 -0.1 0.1 0.2106
O -0.680588 0.994954 2.185100 0.1 0.4 -0.4 -0.5247
C -0.290722 -0.112731 2.954402 0.1 -0.2 0.2 -0.2481
H -1.176634 -0.398265 3.520108 0.1 0.0 0.0 0.2044
H 0.514090 0.139648 3.653482 0.0 0.0 0.0 0.1726
H 0.014297 -0.955667 2.327286 0.0 0.0 0.0 0.1768
O -1.448824 3.186440 0.460554 0.4 0.1 -0.1 -0.5032
C -2.550036 2.599801 1.117337 -0.5 -0.1 0.2 -0.2376
H -2.699590 1.564241 0.807598 0.0 0.1 0.0 0.1798
H -2.446404 2.642070 2.203344 0.0 0.0 -0.1 0.1830
H -3.410785 3.193459 0.809125 0.0 -0.1 0.0 0.1912
H 0.372293 4.076235 -0.917150 -0.1 0.1 -0.1 0.2257
H 2.712247 3.303439 -1.081350 0.1 0.1 -0.1 0.2082
H 4.548481 2.014566 0.015694 0.1 0.0 0.1 0.2197
H 4.164268 0.649932 1.075238 0.1 0.0 0.0 0.2021
C 3.802094 -2.042801 -0.076866 0.1 -0.3 0.1 -0.2061
C 2.945044 -2.544729 1.087548 -0.1 0.0 -0.3 -0.4165
C 1.581430 -2.969001 0.551394 0.2 -0.4 0.4 -0.2104
H 0.870282 -3.200163 1.348364 0.1 0.0 -0.1 0.2448
H 1.680339 -3.861415 -0.079281 0.0 0.0 0.1 0.1981
H 3.437104 -3.385654 1.574370 0.0 0.0 0.0 0.2269
H 2.819332 -1.746000 1.820516 0.0 0.0 0.1 0.2046
H 4.763505 -1.681191 0.292367 0.0 0.0 -0.1 0.2123
H 3.995198 -2.876648 -0.765197 0.1 0.0 0.1 0.1942
C -1.266283 1.389656 -2.535896 -0.2 0.2 -0.2 -0.4099
H -1.745983 2.229589 -2.033166 0.0 0.0 0.0 0.2224
H -1.789950 1.199138 -3.473379 0.1 0.0 0.0 0.2122
H -0.216880 1.605241 -2.714946 0.0 0.0 0.0 0.2352
H -4.575094 -1.726462 -0.896551 0.1 -0.1 0.1 0.2220
H -3.785499 -2.881255 0.223653 0.0 0.2 -0.1 0.2315
H -4.579237 0.004561 0.857321 0.0 0.1 0.0 0.2160
H -3.716072 -1.077599 1.965960 0.0 0.0 0.1 0.2067
```
Forces are in eV/Å.